Version P
Below is an isolated ion of composition C5H11N3P and charge +1, with properties calculated with ωB97M-V/def2-TZVPD.

```
! RIJCOSX wB97M-V def2-TZVPD def2/J DEFGRID3
* xyz 1 1
C 0.01 2.71 -0.89
N -0.14 1.58 -0.31
C 0.92 1.27 0.61
C 1.45 -0.07 0.35
N 0.55 -1.05 -0.11
C 1.07 -2.35 -0.65
C -0.67 -0.81 0.20
N -1.83 -0.75 0.35
P -3.43 -0.12 0.61
H 0.83 3.41 -0.60
H -0.83 2.98 -1.56
H 0.45 1.32 1.61
H 1.70 2.08 0.60
H 2.22 -0.03 -0.38
H 2.13 -0.36 1.24
H 0.40 -3.07 -0.90
H 1.62 -1.96 -1.47
H 1.74 -2.63 0.07
H -3.90 -1.22 1.49
H -4.27 -0.94 -0.26
*
```

Gap between HOMO and LUMO, eV: 10.6
HOMO energy, eV: -13.97

natural (NBO) atomic charge list, values in e, 4 entries: -0.012 -0.450 -0.280 -0.235

***

Version Q
Below is an isolated ion of composition C5H11N3P and charge +1, with properties calculated with ωB97M-V/def2-TZVPD.

```
! RIJCOSX wB97M-V def2-TZVPD def2/J DEFGRID3
* xyz 1 1
H 1.19 -2.01 3.70
P 0.46 -2.51 2.48
N 0.42 -1.25 1.62
C 0.28 -0.68 0.52
N -1.22 -0.40 -0.06
C -2.29 -0.50 0.89
C -1.03 0.71 -0.91
C 0.39 0.46 -1.43
N 1.09 -0.11 -0.35
C 2.59 -0.09 -0.38
H -2.68 0.46 1.36
H -2.13 -1.26 1.58
H -3.23 -0.79 0.33
H -0.88 1.69 -0.46
H -1.70 0.81 -1.82
H 0.27 -0.19 -2.29
H 0.90 1.26 -1.80
H 2.80 -0.28 -1.39
H 3.13 0.82 0.05
H 2.95 -0.93 0.22
*
```

Gap between HOMO and LUMO, eV: 7.2
HOMO energy, eV: -13.00

natural (NBO) atomic charge list, values in e, 4 entries: -0.058 1.076 -0.883 0.676

***

Looking at the structures above, version Q is most stable, and the difference to the next one is 0.0230 hartree.